# C24H48O8

A 8-piece molecular cluster, C24H48O8 overall in a non-equilibrium geometry (wB97M-V/def2-TZVPD, the Open Molecules 2025 dataset).

Geometry as ORCA input:
```
! RIJCOSX wB97M-V def2-TZVPD def2/J DEFGRID3
* xyz 0 1
C -0.84743 -0.40271 1.08341
C 0.34665 -0.13433 0.12057
C 0.67124 1.28373 -0.21986
O 1.02764 -1.08584 -0.37466
H -0.85649 0.35629 2.09441
H -0.70631 -1.39291 1.54818
H -2.02292 -0.30293 0.58532
H 0.58481 1.60413 -1.21753
H 1.78671 1.59301 -0.04287
H 0.04175 1.99359 0.45869
C 1.55858 1.17581 4.38558
C 0.91542 0.18335 5.44712
C -0.01898 -1.04821 5.01650
O 0.75886 0.42101 6.74197
H 1.73992 1.91877 4.82644
H 0.71587 1.43699 3.60699
H 2.50117 0.80654 3.85582
H -0.40624 -1.59446 5.87147
H 0.61206 -1.62604 4.35444
H -0.90094 -0.63768 4.54652
C -3.49963 -1.54332 -2.72088
C -2.67173 -0.54427 -3.54860
C -1.15475 -0.45409 -3.51133
O -3.29033 0.09253 -4.39502
H -3.18149 -2.60575 -2.57760
H -4.66276 -1.46766 -3.16724
H -3.54007 -1.49102 -1.65512
H -0.84247 -0.47042 -2.41246
H -0.84435 0.61587 -3.58419
H -0.72877 -1.33529 -3.97327
C -2.53367 -3.85563 2.74339
C -3.30657 -3.91728 1.44405
C -3.89248 -5.17058 0.97776
O -3.57091 -2.85811 0.84702
H -2.20694 -2.97371 3.10211
H -2.01214 -4.88362 2.88896
H -3.39723 -3.98993 3.35499
H -4.88029 -5.59613 1.21420
H -3.20128 -6.15267 1.25358
H -3.78933 -5.21282 -0.14460
C 4.59814 2.17816 -4.34649
C 3.39860 1.92168 -3.53570
C 2.59766 0.79575 -4.04482
O 3.16927 2.55789 -2.53804
H 5.05233 3.12331 -4.05061
H 4.37847 2.37451 -5.39521
H 5.42020 1.39871 -4.38725
H 3.29554 0.04189 -4.34360
H 1.94185 1.12889 -4.83234
H 2.09088 0.34178 -3.15502
C 3.37706 3.21428 1.26485
C 4.32012 4.09878 2.19057
C 3.92627 5.36055 2.77444
O 5.39514 3.48639 2.29995
H 3.45814 3.72105 0.26698
H 2.31995 3.54181 1.50532
H 3.67385 2.16612 1.35815
H 3.20900 5.08087 3.26006
H 3.63209 6.12566 2.07852
H 4.74664 5.67488 3.65803
C -2.96457 2.90716 1.12492
C -3.36878 2.49955 -0.35771
C -2.72410 3.19826 -1.48331
O -3.93515 1.39837 -0.58900
H -2.74826 2.03066 1.94624
H -3.68381 3.54988 1.47046
H -2.13856 3.81977 1.19448
H -1.68117 3.27893 -1.30404
H -3.16244 4.17856 -1.57344
H -3.26679 2.57918 -2.37754
C 1.55872 -3.31851 -2.28451
C 0.60987 -4.44515 -1.83806
C -0.57386 -4.06873 -1.03177
O 0.87862 -5.62083 -2.14942
H 2.11235 -3.67794 -3.29579
H 2.20587 -3.12688 -1.34469
H 1.06529 -2.35653 -2.50375
H -0.27928 -3.38195 -0.16761
H -1.11512 -4.91758 -0.53335
H -1.08414 -3.59337 -1.75419
*
```

Computed properties:
Energy relative to the best compared isomer or geometry (same formula, charge and spin): 1062.1 kJ/mol
Gap between HOMO and LUMO: 0.34583 hartree
Structure (SMILES): CC(C)=O.CC(C)=O.CC(C)=O.CC(C)=O.CC(C)=O.CC(C)=O.CC(C)=O.CC(C)=O
Highest occupied orbital energy: -9.389 eV